one:
Density functional theory data (ωB97M-V/def2-TZVPD) for one molecule with the formula C23H27ClN4O.

The LUMO energy is 0.35 eV. The value obtained for the highest occupied orbital energy is -8.3 eV.

Each line ends with the Löwdin charge.
Positions of all 56 atoms, in Å:
C  -4.5699  0.0090  -3.1369  0.04
C  -3.3792  -0.5035  -2.8632  -0.37
C  -3.1606  -1.9661  -2.6127  -0.05
C  -2.1453  0.3656  -2.8900  -0.14
N  -1.2177  0.1724  -1.7854  0.09
C  -1.6039  -0.0239  -0.5151  -0.44
O  -2.7561  0.0864  -0.1252  0.07
C  -0.5259  -0.3695  0.5319  -0.14
C  0.5228  -1.4364  0.2432  -0.06
C  0.6915  -2.4295  1.1663  -0.02
C  1.7455  -3.3807  1.0838  -0.05
C  2.6339  -3.3121  0.0704  -0.04
N  2.4768  -2.3378  -0.8783  0.00
C  3.2283  -2.0703  -2.0017  -0.04
C  2.6066  -1.0188  -2.6099  -0.11
N  1.5088  -0.6225  -1.9112  0.10
C  1.4412  -1.4145  -0.8529  -0.23
N  0.0467  0.8583  1.1201  -0.04
C  0.2780  0.7468  2.5583  -0.17
C  -1.0075  0.8384  3.3806  -0.42
C  -1.7411  2.1454  3.1082  -0.06
C  -0.6654  0.6863  4.8590  -0.08
C  1.1042  1.4671  0.3823  -0.24
C  2.4426  1.1852  0.6473  -0.03
C  3.4509  1.7418  -0.1225  -0.10
C  3.1128  2.5861  -1.1664  -0.68
Cl  4.3719  3.2660  -2.1586  0.65
C  1.7919  2.9086  -1.4250  -0.10
C  0.7935  2.3557  -0.6398  -0.01
H  -4.7036  1.0719  -3.2961  0.06
H  -5.4522  -0.6162  -3.1897  0.06
H  -2.8341  -2.1362  -1.5852  0.07
H  -4.0775  -2.5310  -2.7739  0.08
H  -2.3845  -2.3639  -3.2727  0.08
H  -1.5788  0.1444  -3.7985  0.13
H  -2.4560  1.4130  -2.9467  0.12
H  -0.2334  0.0389  -2.0112  0.08
H  -1.1474  -0.7924  1.3178  0.13
H  0.0069  -2.4875  2.0035  0.12
H  1.8524  -4.1482  1.8357  0.11
H  3.4740  -3.9783  -0.0571  0.13
H  4.0999  -2.6468  -2.2542  0.12
H  2.8980  -0.5255  -3.5227  0.11
H  0.8185  -0.1765  2.8229  0.12
H  0.9227  1.5806  2.8471  0.13
H  -1.6727  0.0150  3.0988  0.13
H  -1.1070  2.9992  3.3657  0.08
H  -2.0153  2.2247  2.0574  0.07
H  -2.6515  2.2102  3.7063  0.08
H  -0.0132  1.4996  5.1887  0.08
H  -1.5665  0.7151  5.4725  0.08
H  -0.1513  -0.2567  5.0591  0.07
H  2.7012  0.5049  1.4501  0.12
H  4.4897  1.5143  0.0744  0.11
H  1.5505  3.5917  -2.2278  0.11
H  -0.2441  2.6019  -0.8207  0.12


two:
Density functional theory data (ωB97M-V/def2-TZVPD) for one molecule with the formula C23H27ClN4O.

The LUMO energy is 0.36 eV. The value obtained for the highest occupied orbital energy is -8.3 eV.

Each line ends with the Löwdin charge.
Positions of all 56 atoms, in Å:
C  -1.7508  -3.2940  -3.7624  0.05
C  -1.7616  -1.9974  -3.4831  -0.35
C  -1.1530  -0.9601  -4.3826  -0.06
C  -2.4049  -1.4807  -2.2200  -0.14
N  -1.4017  -0.9825  -1.2904  0.10
C  -1.3820  -1.3644  -0.0042  -0.43
O  -2.2316  -2.0777  0.5108  0.05
C  -0.2576  -0.8196  0.8952  -0.14
C  1.1959  -1.0222  0.4911  -0.06
C  2.0359  -1.6104  1.3931  -0.02
C  3.4364  -1.7263  1.1704  -0.05
C  3.9785  -1.2376  0.0358  -0.04
N  3.1561  -0.6566  -0.8917  0.00
C  3.4597  -0.0939  -2.1119  -0.04
C  2.2657  0.3194  -2.6262  -0.11
N  1.2381  0.0392  -1.7786  0.10
C  1.7827  -0.5490  -0.7256  -0.23
N  -0.5667  0.5536  1.3522  -0.04
C  -0.2444  0.7558  2.7652  -0.17
C  -1.2926  0.1487  3.6977  -0.42
C  -2.6494  0.8119  3.4919  -0.07
C  -0.8236  0.2760  5.1428  -0.08
C  -0.1543  1.6165  0.4918  -0.25
C  1.1019  2.2075  0.6082  -0.03
C  1.5073  3.1958  -0.2727  -0.10
C  0.6425  3.5949  -1.2780  -0.68
Cl  1.1581  4.8077  -2.4160  0.65
C  -0.6254  3.0515  -1.3895  -0.10
C  -1.0207  2.0695  -0.4948  -0.01
H  -2.2063  -4.0161  -3.0963  0.06
H  -1.2827  -3.6725  -4.6633  0.06
H  -0.4316  -0.3436  -3.8405  0.05
H  -0.6446  -1.4157  -5.2314  0.08
H  -1.9266  -0.2873  -4.7625  0.08
H  -3.1126  -0.6795  -2.4623  0.13
H  -2.9568  -2.2666  -1.7094  0.11
H  -0.6006  -0.4729  -1.6576  0.08
H  -0.3892  -1.4404  1.7784  0.12
H  1.6254  -1.9962  2.3179  0.12
H  4.0732  -2.1924  1.9074  0.11
H  5.0301  -1.2719  -0.2070  0.13
H  4.4676  -0.0474  -2.4833  0.12
H  2.0970  0.8113  -3.5706  0.11
H  0.7516  0.3606  3.0208  0.12
H  -0.2078  1.8331  2.9440  0.13
H  -1.3986  -0.9147  3.4582  0.13
H  -2.5923  1.8787  3.7277  0.08
H  -2.9791  0.7050  2.4592  0.07
H  -3.4040  0.3648  4.1409  0.08
H  -0.7080  1.3279  5.4186  0.08
H  -1.5458  -0.1681  5.8287  0.08
H  0.1379  -0.2182  5.2989  0.07
H  1.7796  1.8730  1.3852  0.12
H  2.4875  3.6455  -0.1927  0.11
H  -1.2932  3.3952  -2.1674  0.11
H  -2.0085  1.6329  -0.5603  0.12


Most stable structure - two; separation to the second - 0.072 eV.


one:
Density functional theory data (ωB97M-V/def2-TZVPD) for a 2-piece molecular cluster, BrIO2S2 overall.

The LUMO energy (spin up / spin down) is -1.78 / -1.59 eV. The value obtained for the highest occupied orbital energy (spin up / spin down) is -9.3 / -9.3 eV.

Each line ends with the Löwdin charge.
Positions of all 6 atoms, in Å:
O  0.3302  0.0064  -1.9767  -0.68
O  -0.5145  -0.6948  3.2291  -0.64
S  0.0843  1.4057  -2.2182  0.35
S  -0.2672  -0.9102  1.8317  0.46
Br  1.3404  0.5510  1.3948  0.22
I  1.8734  2.4262  -3.6496  0.29


two:
Density functional theory data (ωB97M-V/def2-TZVPD) for one molecule with the formula BrIO2S2.

The LUMO energy (spin up / spin down) is -3.87 / -2.09 eV. The value obtained for the highest occupied orbital energy (spin up / spin down) is -9.1 / -9.4 eV.

Each line ends with the Löwdin charge.
Positions of all 6 atoms, in Å:
O  -0.0094  0.7148  0.0398  -1.07
O  1.7068  -0.5984  1.4298  -0.49
S  -0.9036  -0.2342  -0.8321  0.19
S  1.3306  0.7396  1.0778  0.96
Br  -3.0250  0.4372  0.5474  -0.03
I  0.9005  -1.0590  -2.2627  0.44


Most stable structure - one; separation to the second - 1.443 eV.


one:
Density functional theory data (ωB97M-V/def2-TZVPD) for C3H7N4S as an isolated structure.

The total charge is +1. The LUMO energy is -3.96 eV. The value obtained for the highest occupied orbital energy is -13.7 eV.

Each line ends with the Löwdin charge.
Positions of all 15 atoms, in Å:
C  -0.6179  1.7187  -0.1297  0.10
C  0.7323  1.8644  -0.0479  -0.43
C  1.1356  -0.8349  0.0741  -0.68
N  -0.1389  -1.0369  0.1214  0.06
N  1.9817  -1.8123  -0.0965  0.11
N  -2.3522  -0.1666  -0.1481  0.05
N  -1.0598  -0.0336  0.3965  -0.20
S  2.0113  0.7111  0.0994  1.06
H  -1.4295  2.2964  -0.3248  0.06
H  1.2738  2.8465  -0.0955  0.10
H  1.6542  -2.8074  -0.2560  0.17
H  2.9661  -1.7443  -0.0504  0.10
H  -2.3204  -0.1149  -1.1996  0.13
H  -2.5952  -1.1336  0.1858  0.13
H  -1.2411  0.2474  1.4712  0.24


two:
Density functional theory data (ωB97M-V/def2-TZVPD) for an isolated ion of composition C3H7N4S and charge +1.

The total charge is +1. The LUMO energy is -4.07 eV. The value obtained for the highest occupied orbital energy is -12.4 eV.

Each line ends with the Löwdin charge.
Positions of all 15 atoms, in Å:
H  0.8861  -3.1527  -0.0272  0.07
N  1.3087  -2.2681  -0.1545  0.21
C  0.6502  -1.2360  0.0107  -0.33
N  -0.7479  -1.1356  0.0224  0.05
N  -1.2209  0.1270  0.5101  0.09
C  -0.7298  1.2493  -0.3568  -0.09
N  0.6466  1.3253  -0.1249  -0.03
C  1.5205  0.3594  -0.0052  -0.76
S  3.1059  0.4667  0.2571  0.78
H  -1.2133  -1.3038  -0.8593  0.16
H  -0.8170  0.0693  1.4881  0.23
H  -2.2694  0.0486  0.5886  0.22
H  -1.2192  2.1452  -0.1104  0.14
H  -0.9748  1.1204  -1.3569  0.13
H  1.0743  2.1848  0.1182  0.13


Most stable structure - two; separation to the second - 0.614 eV.


one:
Density functional theory data (ωB97M-V/def2-TZVPD) for a 2-piece molecular cluster, Br2H4Si2 overall.

The LUMO energy is -1.19 eV. The value obtained for the highest occupied orbital energy is -8.4 eV.

Each line ends with the Löwdin charge.
Positions of all 8 atoms, in Å:
Si  0.8940  -3.0772  -0.7337  0.19
Si  -2.1709  -2.7102  0.6220  0.19
Br  2.6063  -2.1160  0.2964  0.17
Br  -3.2556  -0.9468  -0.3369  0.13
H  0.7732  -2.1808  -1.7350  -0.19
H  1.4259  -4.3736  -0.8005  -0.16
H  -2.0513  -2.9489  2.0915  -0.13
H  -2.9835  -3.7296  0.1640  -0.20


two:
Density functional theory data (ωB97M-V/def2-TZVPD) for a 2-piece molecular cluster, Br2H4Si2 overall.

The LUMO energy (spin up / spin down) is -1.15 / -1.15 eV. The value obtained for the highest occupied orbital energy (spin up / spin down) is -8.9 / -8.9 eV.

Each line ends with the Löwdin charge.
Positions of all 8 atoms, in Å:
Si  -0.1801  0.0245  -0.8080  0.43
Si  1.8005  -0.0823  0.3384  -0.40
Br  3.2514  -1.6958  -0.0623  0.15
Br  3.3126  1.6770  0.0794  0.12
H  -0.7555  1.2630  -1.2548  -0.12
H  0.2574  -0.8340  -1.8614  -0.12
H  -1.3240  -0.4369  0.0682  -0.08
H  1.8490  -0.9342  2.6255  0.02


Most stable structure - one; separation to the second - 0.560 eV.